(1)
C6H14N2O | ωB97M-V/def2-TZVPD

Summary:
M (u): 130.2
E (eV): -11472.72238
Highest occupied orbital energy (alpha / beta) (eV): -6.421 / -6.495
Multiplicity: 1

Positions of all 23 atoms, in Å:
O  0.63456  1.16812  -0.01536
N  0.56273  -1.76401  1.34182
N  -2.14502  -1.30303  -1.18513
C  2.71689  0.09098  -0.48752
C  -1.40153  -1.27393  0.00616
C  -0.17780  -1.78972  0.14743
C  -0.59091  1.58790  -0.14234
C  -1.18851  2.35557  0.98682
C  1.35129  0.52911  -0.88242
H  -1.19350  3.43492  0.80077
H  -2.69545  -0.46781  -1.32777
H  -0.61848  2.16944  1.89496
H  0.99306  -2.65266  1.56726
H  -2.22156  2.05094  1.15767
H  2.94488  -0.88374  -0.91670
H  3.48776  0.79133  -0.82249
H  0.98330  0.40573  -1.89365
H  0.33449  -2.25153  -0.68571
H  -1.06120  1.56737  -1.11856
H  -1.57173  -1.49308  -1.99620
H  0.01881  -1.42065  2.12253
H  -1.93161  -0.86166  0.85260
H  2.76955  0.01039  0.59585


(2)
C21H55AlBF8N15O34PS | ωB97M-V/def2-TZVPD

Summary:
M (u): 1314.6
E (eV): -163736.46854
Highest occupied orbital energy (eV): -4.773
Multiplicity: 1
Charge: -1

Positions of all 137 atoms, in Å:
S  -0.22619  2.72170  1.90920
P  -1.35009  3.10334  0.33484
Al  -1.12286  1.35972  -1.26574
F  -1.89668  -0.13954  0.99968
F  -3.75140  -1.95253  -0.33643
F  -3.23437  0.86621  -4.71446
F  -4.83913  1.41145  -1.21654
F  -4.57334  0.69499  0.88192
F  -3.52831  -0.88708  -2.29740
F  -5.82710  -0.47417  -0.54601
F  -1.17392  -1.42634  -0.72110
O  4.70143  2.34134  5.09374
O  -12.28759  2.00923  3.81835
O  10.21014  2.14881  7.13049
O  5.63780  7.34777  -5.86540
O  -9.88182  7.59525  7.94465
O  1.73547  2.01040  -2.06616
O  1.11620  -5.82286  0.77817
O  -0.83387  4.54076  -0.42168
O  -0.06347  -8.77365  -2.40342
O  1.74359  -4.11910  1.96267
O  1.89975  -7.08936  -7.26518
O  1.57067  -0.13154  -0.77544
O  -2.89166  -5.72487  0.27733
O  0.78001  7.43390  0.40887
O  2.10705  6.53393  5.40616
O  1.80516  4.20997  -3.75463
O  -4.08484  -7.53439  0.23651
O  0.52104  -2.15405  -4.67883
O  -0.71862  -3.93126  -4.67113
O  -11.32766  3.03800  5.46539
O  4.17687  6.67033  -7.32046
O  4.20052  -12.53804  -6.27197
O  5.63946  3.38338  6.74508
O  0.53833  -9.72624  -4.24946
O  3.43511  4.98419  -2.55785
O  3.52333  6.13326  3.81229
O  -2.97084  3.32952  0.83270
O  -7.39930  0.81738  4.88400
O  -5.74566  1.60907  6.03848
O  4.50434  -10.51232  -6.97856
O  -9.31836  6.55790  6.12828
O  1.75669  5.71708  1.30103
O  3.14953  -5.31974  -7.27575
O  8.59590  0.96830  7.96240
N  2.96477  4.53350  -3.58516
N  1.01669  -4.66381  1.15491
N  2.97152  -6.52247  -7.36313
N  5.64874  2.59787  5.80812
N  -3.03535  -6.92301  0.13894
N  0.35064  -3.35678  -4.77030
N  3.18211  6.14472  4.98149
N  -11.32970  2.26289  4.52467
N  4.56943  7.42221  -6.44224
N  -0.06053  -9.70065  -3.18857
N  -6.23386  1.15660  5.02203
N  9.50733  1.77016  8.04954
N  3.94052  -11.34971  -6.29572
N  1.40781  6.88174  1.29777
N  -9.90656  6.63930  7.18908
C  -1.94583  2.07313  -2.97302
C  -2.00229  -0.28478  -0.42575
C  -0.85231  -10.90649  -2.83168
C  6.92424  1.89538  5.51411
C  -0.98929  -0.17127  -4.11718
C  -1.87564  1.13467  -4.25590
C  -5.34330  0.99913  3.84254
C  -0.08914  -3.85991  0.57138
C  -4.63461  0.28268  -0.43685
C  3.66402  8.52887  -6.03803
C  1.78136  7.69756  2.48215
C  2.83855  -10.88445  -5.41347
C  -10.05575  1.56444  4.20902
C  3.88289  4.36078  -4.73924
C  1.54518  -4.20487  -5.02296
C  4.16651  5.63824  5.97210
C  -10.72590  5.46785  7.59440
C  9.78000  2.33251  9.39723
C  -1.81870  -7.71286  -0.18178
C  4.16274  -7.37623  -7.61042
C  -3.45853  -0.67034  -0.90587
B  0.94815  1.02699  -1.36851
H  3.88607  3.30419  -5.00179
H  4.18746  9.46528  -6.22313
H  -11.18973  5.68095  8.55483
H  1.93372  -11.40935  -5.71248
H  7.21674  2.15742  4.49848
H  1.40602  8.70963  2.34114
H  4.87868  4.68744  -4.44795
H  -1.41284  1.74863  -5.10802
H  2.75454  8.47132  -6.63155
H  4.24869  -8.07064  -6.77598
H  6.74026  0.82690  5.60932
H  3.73047  5.70692  6.96602
H  -4.34458  1.33759  4.10870
H  2.42218  -3.56518  -5.08738
H  -1.68021  -8.44356  0.61371
H  1.38278  -4.73114  -5.95987
H  2.71974  -9.81145  -5.53856
H  3.99884  -7.90439  -8.54805
H  0.11331  0.07928  -4.26581
H  2.86344  7.69515  2.55295
H  -5.75380  1.60603  3.03761
H  -1.14799  -0.76854  -3.17094
H  -1.98873  -8.19834  -1.13941
H  -9.29604  1.88520  4.91440
H  5.04213  -6.73959  -7.67469
H  -3.58947  3.34371  0.07715
H  -1.59910  -11.05100  -3.61069
H  4.38275  4.60854  5.71863
H  10.61260  3.02829  9.32410
H  7.67487  2.22082  6.22643
H  -9.77681  1.83488  3.19204
H  -10.05943  4.61054  7.66942
H  3.11448  -11.12494  -4.38824
H  1.32747  7.23646  3.35490
H  5.05693  6.26076  5.89686
H  -11.48185  5.31365  6.82647
H  2.53657  0.03216  -0.81917
H  0.05978  -3.82749  -0.50646
H  -0.05659  -2.85861  0.99385
H  1.12332  2.75610  -2.21859
H  -1.28961  -0.86134  -4.97858
H  -0.16396  -11.74863  -2.78284
H  -1.32778  -10.74066  -1.86762
H  3.50128  4.97048  -5.55645
H  -0.05976  4.89872  0.06702
H  8.87731  2.84358  9.72809
H  1.63459  -4.89998  -4.18911
H  3.44282  8.40188  -4.97924
H  -0.96656  -7.03811  -0.23759
H  10.02756  1.50153  10.05552
H  -1.02396  -4.35715  0.82696
H  -5.33454  -0.05652  3.57629
H  -10.23718  0.49485  4.29787
H  -3.03652  2.40305  -2.86179
H  -1.38067  3.04016  -3.23804


(3)
C2H3BrN2S | ωB97M-V/def2-TZVPD

Summary:
M (u): 167.0
E (eV): -85976.88520
Highest occupied orbital energy (eV): -8.942
Multiplicity: 1

Positions of all 9 atoms, in Å:
Br  0.74608  2.95177  -0.59694
S  0.54935  -0.98540  2.16494
N  1.39564  1.60246  1.73108
N  -0.15986  -0.52781  0.74769
C  1.08779  1.52777  0.58121
C  0.60706  0.20481  -0.10149
H  1.60931  -0.21780  -0.23250
H  0.26759  0.54072  -1.20153
H  -1.05617  -0.18359  0.83994


(4)
C22H17N3OS | ωB97M-V/def2-TZVPD

Summary:
M (u): 371.5
E (eV): -40441.05527
Highest occupied orbital energy (eV): -7.811
Multiplicity: 1

Positions of all 44 atoms, in Å:
S  -4.91423  1.81397  0.09171
O  -1.11162  -0.21679  -2.09126
N  -2.33857  -0.31926  -0.10686
N  2.23594  -3.19562  2.54999
N  1.04594  -3.30781  3.18546
C  6.03033  1.17182  -2.65637
C  -1.37413  -2.46168  2.76799
C  -3.28833  3.42852  -1.18426
C  -3.68039  2.11384  -1.14225
C  0.58511  -2.02954  1.45714
C  -4.83002  3.50504  0.58711
C  3.73639  -1.20162  -0.04332
C  5.64167  0.29383  -0.39347
C  4.56562  -0.44140  -0.88666
C  4.90512  0.47352  -3.13060
C  2.96400  -1.81101  0.66384
C  -3.09900  1.06806  -2.08410
C  0.01743  -2.64973  2.54504
C  -1.53916  -1.09206  0.76233
C  1.97617  -2.41898  1.51591
C  -2.15636  -1.68242  1.89867
C  4.15633  -0.30895  -2.23302
C  -0.16542  -1.26644  0.57795
C  -2.10513  0.10359  -1.40770
C  6.42634  1.08553  -1.30725
C  -3.89310  4.20758  -0.10487
C  -3.60802  -1.47873  2.15862
H  -2.56193  1.56139  -2.92990
H  4.61547  0.57316  -4.15069
H  5.87536  0.24359  0.67367
H  3.26952  -0.84715  -2.58643
H  -2.54696  3.84576  -1.88350
H  0.36495  -0.79681  -0.25856
H  -1.83158  -2.93816  3.60715
H  -3.97306  -1.93450  3.06227
H  0.88633  -3.86646  4.02518
H  -3.93529  0.49308  -2.54107
H  -5.36167  3.86956  1.43360
H  -4.11084  -1.89551  1.29351
H  7.26716  1.70218  -0.98514
H  -3.73208  5.27115  0.10020
H  -3.26243  -0.11984  0.21766
H  6.64455  1.84731  -3.26651
H  -3.79039  -0.39200  2.19883


| no. | F_max (eV/A) |
| --- | --- |
| 1 | 1.3 |
| 2 | 2.9 |
| 3 | 4.6 |
| 4 | 2.7 |